No. 1
Entry from OMol25: a cluster of 4 separate species, C16H31BO14S in total in a non-equilibrium geometry (ωB97M-V/def2-TZVPD).

```
63
Properties=species:S:1:pos:R:3:forces:R:3:lowdin_charge:R:1
C -1.4692 -1.0660 1.9271 4.5 -3.2 -4.4 0.042
C -0.6206 -1.4952 1.0008 -4.0 1.0 5.0 -0.107
C 0.4062 -2.3301 0.0406 -1.7 1.9 0.6 -0.185
C 1.0550 -1.3289 -1.0486 1.2 -1.2 -0.4 -0.152
C 2.0595 -2.2463 -1.9777 0.0 1.0 -0.4 -0.219
O 2.1015 -3.6539 -1.5230 1.8 0.4 -0.3 -0.394
S 3.4402 -4.4333 -2.2714 -1.0 -4.2 -0.4 1.071
O 3.2827 -5.9139 -1.9341 0.5 4.9 -0.5 -0.396
O 4.8945 -3.8094 -1.6336 -1.7 0.2 2.8 -0.180
B 4.8293 -3.6524 -0.1829 0.2 -0.7 2.3 -0.648
O 4.3061 -4.7531 0.6424 -0.2 3.2 -1.5 0.086
O 5.2781 -2.4845 0.5554 -0.7 -1.7 -3.5 0.018
C 5.7706 -1.4322 -0.3253 1.8 2.0 0.6 -0.227
C 7.2340 -1.7752 -0.9903 -1.3 -0.6 -0.7 -0.074
H -2.1645 -0.9962 2.8544 1.6 0.2 -2.3 0.053
H 1.1772 -2.8379 0.7393 -1.4 0.9 -1.4 0.121
H -0.2377 -3.0947 -0.5400 1.2 1.1 1.2 0.128
H 1.7244 -0.5054 -0.6030 -1.3 -1.3 -0.4 0.117
H 0.2829 -0.8334 -1.7424 1.0 -0.9 1.3 0.121
H 1.7163 -2.2105 -3.0803 0.6 -0.1 1.7 0.131
H 3.1381 -1.8545 -1.9017 -1.7 -0.3 -0.2 0.093
H 3.5986 -4.3347 1.2012 1.1 -0.8 -0.4 0.115
H 5.9697 -0.5042 0.3566 -0.6 -1.7 -1.1 0.132
H 4.9915 -1.0982 -1.1020 1.2 -0.8 1.1 0.110
H 7.8997 -0.8366 -1.0757 -1.1 -1.6 0.4 0.082
H 7.0159 -2.1600 -2.0617 0.6 0.6 1.7 0.079
H 7.7353 -2.6407 -0.4043 -0.7 1.7 -0.9 0.099
C -4.0030 -4.3457 5.3487 -0.4 -0.3 -0.1 -0.048
O -2.8938 -3.4521 5.4276 0.5 0.0 0.2 -0.012
C -1.8115 -3.9661 6.0436 0.0 0.0 0.0 -0.591
O -1.7210 -5.0780 6.5107 -0.1 0.7 -0.3 0.121
O -0.8478 -3.0248 6.0480 -0.5 -0.3 -0.1 -0.008
C 0.3670 -3.4336 6.6740 0.4 -0.1 0.2 -0.048
H -4.8146 -3.8274 4.8351 0.3 0.2 0.1 0.093
H -3.7411 -5.2353 4.7703 0.0 0.1 0.2 0.099
H -4.3479 -4.6215 6.3484 0.2 -0.1 -0.1 0.099
H 0.8034 -4.2867 6.1485 -0.2 0.0 0.2 0.099
H 0.1967 -3.6731 7.7267 0.0 -0.1 -0.2 0.099
H 1.0688 -2.5995 6.6195 -0.3 0.0 -0.1 0.094
C 0.0845 3.1116 -0.3547 -0.1 0.2 0.5 -0.038
O 0.3391 2.5304 -1.6334 -0.3 0.2 -0.7 -0.011
C -0.3331 3.1072 -2.6472 0.2 -0.1 0.1 -0.569
O -1.1002 4.0384 -2.5526 1.0 -0.7 -0.1 0.096
O -0.0027 2.4666 -3.7852 -0.1 0.2 0.6 -0.002
C -0.6465 2.9760 -4.9522 -0.2 0.1 -0.4 -0.039
H 0.6771 2.5690 0.3838 0.0 -0.1 -0.3 0.093
H 0.3909 4.1606 -0.3399 -0.2 -0.1 -0.1 0.100
H -0.9712 3.0128 -0.0894 0.1 0.1 -0.1 0.102
H -0.3691 4.0196 -5.1211 -0.2 -0.1 0.1 0.102
H -1.7315 2.8721 -4.8707 0.1 0.2 0.1 0.092
H -0.3072 2.3869 -5.8060 0.1 -0.1 0.3 0.095
C -5.9946 8.2848 -1.8176 -0.1 0.4 0.2 -0.052
O -5.7734 7.1602 -2.6662 0.3 -0.4 0.1 -0.007
C -4.9735 6.2148 -2.1343 0.1 -0.2 -0.1 -0.588
O -4.4570 6.2542 -1.0409 -0.4 0.0 -0.7 0.119
O -4.8502 5.2194 -3.0323 -0.3 0.6 0.3 -0.001
C -4.0224 4.1391 -2.5999 0.4 -0.2 0.3 -0.047
H -6.6499 8.9793 -2.3461 0.1 -0.3 -0.1 0.092
H -6.4901 7.9785 -0.8929 0.2 0.0 -0.1 0.098
H -5.0529 8.7958 -1.6013 -0.1 -0.2 0.1 0.098
H -4.4401 3.6674 -1.7062 0.1 0.1 0.0 0.101
H -3.0014 4.4839 -2.4148 -0.6 -0.1 0.1 0.065
H -3.9953 3.3968 -3.4000 -0.2 0.3 -0.1 0.091
```
Forces are in eV/Å.

The total energy is -57268.136 eV. The orbital gap is 10.02 eV. Its charge is 0. The value obtained for the largest force on an atom is 7.1 eV/A.

***

No. 2
Entry from OMol25: a structure of composition C36H24BrHfN6O4S in a non-equilibrium geometry (ωB97M-V/def2-TZVPD).

```
73
Properties=species:S:1:pos:R:3:forces:R:3:lowdin_charge:R:1
Hf -0.0221 0.1162 -0.0113 -1.8 -1.5 0.3 1.630
O 3.0708 3.9879 2.0630 0.1 0.0 -0.1 0.082
C 1.9571 3.9970 2.7980 -0.2 -0.1 0.1 -0.258
C 1.9582 4.8077 3.9360 0.1 0.0 0.0 0.000
C 0.8578 4.8717 4.7597 0.0 -0.1 -0.1 -0.058
C -0.2843 4.1199 4.4757 -0.1 0.0 0.1 -0.081
C -0.3020 3.3198 3.3600 0.0 0.0 0.0 -0.027
C 0.8024 3.2418 2.4970 -0.1 0.0 0.1 -0.082
C 0.7062 2.3898 1.3193 0.7 0.5 -0.3 -0.368
O -0.4137 1.7406 1.0617 -0.1 1.3 0.6 -0.173
N 1.7490 2.2915 0.5154 0.3 0.4 0.4 0.082
N 1.4952 1.4506 -0.5396 1.0 0.8 -0.3 -0.131
C 2.2700 1.3670 -1.5635 -0.2 0.3 0.1 0.001
C 1.8787 0.5724 -2.7009 -0.3 -0.2 0.0 -0.136
C 2.7783 0.4032 -3.7650 0.1 0.0 0.1 -0.025
C 2.4207 -0.2762 -4.9044 0.0 0.0 -0.1 -0.069
C 1.1372 -0.8149 -5.0019 0.1 0.0 0.1 -0.052
C 0.2269 -0.6530 -3.9790 -0.2 0.0 0.1 -0.003
C 0.5599 0.0518 -2.8184 0.3 0.2 -0.8 -0.298
O -0.3803 0.2636 -1.8910 -0.1 0.2 -2.0 -0.210
H 2.9394 3.3871 1.3010 0.0 0.0 0.0 0.071
H 2.8530 5.3802 4.1409 0.0 0.0 0.0 0.125
H 0.8783 5.5108 5.6324 0.0 0.0 0.0 0.112
H -1.1468 4.1751 5.1254 0.0 0.0 0.0 0.104
H -1.1780 2.7316 3.1199 0.0 0.0 0.0 0.107
H 3.1913 1.9445 -1.5963 0.0 0.0 0.0 0.151
H 3.7740 0.8205 -3.6726 0.0 0.0 0.0 0.121
H 3.1189 -0.3816 -5.7226 0.0 0.0 0.0 0.111
H 0.8467 -1.3604 -5.8902 0.0 0.0 0.0 0.114
H -0.7777 -1.0500 -4.0581 0.0 0.0 0.0 0.122
Br -5.0294 -6.9592 1.5522 0.1 0.1 0.1 0.755
C -3.5989 -6.3617 2.6415 -0.1 0.0 -0.1 -0.682
C -2.3344 -6.2431 2.0869 -0.1 0.0 0.0 -0.135
C -1.2859 -5.7816 2.8608 0.2 0.0 0.2 -0.013
C -1.4913 -5.4862 4.2105 -0.6 0.1 -0.6 -0.278
C -2.7593 -5.6682 4.7647 0.2 0.1 0.0 -0.017
C -3.8217 -6.0736 3.9790 -0.1 0.0 -0.1 -0.108
N -0.4622 -5.1480 5.1179 0.6 -0.2 0.2 0.090
N 0.5154 -4.4430 4.8409 -0.1 0.0 1.0 0.093
C 0.6573 -3.6209 3.7114 0.1 0.2 -1.0 -0.232
C 1.8310 -3.7059 2.9932 -0.4 -0.2 0.4 -0.001
C 2.0927 -2.8700 1.9050 0.0 0.4 -0.4 0.020
C 1.2112 -1.8765 1.5354 0.1 -0.8 0.6 -0.325
O 1.4427 -1.0470 0.5067 1.0 -0.7 0.6 -0.187
C 0.0016 -1.7470 2.2801 0.1 -0.3 0.4 -0.141
N -0.8674 -0.7613 1.8949 -0.1 -0.7 0.7 -0.002
C -1.9935 -0.6015 2.5579 0.1 0.2 0.0 -0.089
C -2.3313 -1.3726 3.6727 0.1 -0.1 0.2 -0.004
C -1.4691 -2.3516 4.0916 -0.2 0.1 0.0 0.037
C -0.2813 -2.6005 3.3754 0.2 0.0 -0.1 -0.072
H -2.1724 -6.5247 1.0573 0.0 0.0 0.0 0.083
H -0.2984 -5.7009 2.4256 0.0 0.0 0.0 0.116
H -2.8954 -5.4736 5.8209 0.0 -0.1 0.0 0.122
H -4.8082 -6.1949 4.4040 0.0 0.0 0.0 0.109
H 2.5492 -4.4643 3.2774 0.0 0.0 0.0 0.127
H 3.0077 -2.9842 1.3380 0.0 0.0 0.0 0.130
H -2.6463 0.1958 2.2244 0.0 0.0 0.0 0.123
H -3.2544 -1.1770 4.1986 0.0 0.0 0.0 0.119
H -1.6957 -2.9195 4.9823 0.0 -0.1 0.0 0.119
S -2.0384 -4.2309 -1.0887 0.0 0.1 0.1 1.126
C -0.7451 -3.1635 -0.7322 0.0 -0.1 -0.1 -0.390
N -1.0677 -1.9246 -0.5446 -0.3 -0.1 0.0 -0.064
C -2.4348 -1.7373 -0.6716 -0.4 -0.3 -0.1 -0.315
C -3.0974 -0.5134 -0.5462 0.2 -0.2 0.0 -0.041
C -4.4661 -0.4924 -0.6958 0.0 0.2 0.1 -0.045
C -5.1784 -1.6688 -0.9605 0.0 -0.1 0.0 -0.053
C -4.5367 -2.8843 -1.0902 -0.1 0.0 0.0 -0.055
C -3.1528 -2.9054 -0.9480 0.3 0.1 0.0 -0.431
H 0.2742 -3.5220 -0.6767 0.0 0.0 0.0 0.102
H -2.5297 0.4012 -0.3608 -0.4 0.1 -0.1 0.092
H -5.0052 0.4419 -0.6139 0.0 0.0 0.0 0.119
H -6.2523 -1.6218 -1.0764 0.0 0.0 0.0 0.117
H -5.0897 -3.7904 -1.2981 0.0 0.0 0.0 0.120
```
Forces are in eV/Å.

The total energy is -137035.189 eV. The orbital gap is 7.07 eV. Its charge is +1. The calculation puts the energy above the lowest of the compared OMol25 structures with the same formula, charge and spin at 0.00 kJ/mol. The value obtained for the largest force on an atom is 2.4 eV/A.

***

No. 3
Entry from OMol25: a cluster of 2 separate species, C9H14O in total in a non-equilibrium geometry (ωB97M-V/def2-TZVPD).

```
24
Properties=species:S:1:pos:R:3:forces:R:3:lowdin_charge:R:1
C -1.9303 -0.2927 -2.5989 1.6 -1.7 -1.5 -0.065
C -1.3028 0.5886 -1.6245 -0.7 0.8 0.3 -0.321
C -1.8517 0.7807 -0.3496 0.8 -0.4 0.7 -0.030
C -1.0456 1.4348 0.5729 0.8 0.1 -3.2 -0.095
C 0.1843 1.9174 0.1555 1.8 -0.8 -0.3 -0.106
C 0.7789 1.7374 -1.1293 -2.3 1.1 1.4 -0.052
C -0.1144 1.1503 -2.0137 1.7 0.8 -0.2 -0.082
H -2.9353 -0.2847 -2.4477 -3.1 -0.2 0.2 0.034
H -1.5686 -1.2801 -2.2227 -0.4 0.2 -1.0 0.107
H -1.7513 -0.1661 -3.7263 0.2 0.0 1.9 0.118
H -2.7566 0.3433 0.1043 0.2 0.1 -1.1 0.123
H -1.4055 1.6454 1.5057 -0.6 0.4 2.4 0.072
H 0.8587 2.2530 0.8974 0.4 0.9 0.9 0.079
H 1.7121 2.2798 -1.3776 -0.6 -0.8 0.0 0.113
H 0.1047 1.1505 -3.0614 0.3 -0.4 -0.5 0.102
C 1.7596 -1.6832 0.8632 -2.3 2.9 -1.6 -0.093
C 1.6757 -1.4389 2.3202 -3.4 -0.2 -0.7 -0.313
O 1.1388 -2.6677 2.8289 -0.9 -0.1 -0.4 -0.080
H 2.2098 -2.5683 0.7028 2.0 -3.0 -0.6 0.023
H 2.3022 -0.8777 0.3139 -0.6 -0.5 0.3 0.089
H 0.7091 -1.8659 0.4045 1.5 0.8 0.8 0.116
H 2.5400 -1.4173 2.8453 3.3 1.2 1.0 0.075
H 1.0235 -0.5426 2.5255 0.5 -0.8 0.1 0.124
H 0.9239 -2.4931 3.7304 -0.3 -0.2 1.1 0.061
```
Forces are in eV/Å.

The total energy is -11605.656 eV. The orbital gap is 9.76 eV. Its charge is 0. Its SMILES is Cc1ccccc1.CCO. The calculation puts the energy above the lowest of the compared OMol25 structures with the same formula, charge and spin at 191.08 kJ/mol. The value obtained for the largest force on an atom is 4.0 eV/A.

***

No. 4
Entry from OMol25: a cluster of 15 separate species, H30O15 in total in a non-equilibrium geometry (ωB97M-V/def2-TZVPD).

```
45
Properties=species:S:1:pos:R:3:forces:R:3:lowdin_charge:R:1
H 0.4688 0.3421 0.6558 0.8 1.0 0.8 0.025
H -0.5788 -0.3927 0.0085 1.7 -1.1 0.8 0.082
H 0.5086 5.2928 1.0506 0.2 0.1 0.6 0.029
H 0.7994 4.2160 0.1145 0.6 -0.1 2.0 0.066
H -0.7806 2.1206 -2.1245 -1.4 0.1 2.4 0.092
H -1.9622 1.3201 -1.6557 -0.2 0.5 0.7 0.012
H -2.5058 -5.2153 -1.2661 0.8 -0.2 -0.7 0.064
H -1.3426 -4.3831 -1.1723 2.2 4.1 2.6 -0.055
H 4.1669 -0.3071 -0.2321 0.1 2.8 -0.3 -0.043
H 4.5499 -1.5423 -0.9085 0.2 -0.2 0.2 0.050
H 0.3627 -2.7651 3.2051 0.5 -0.5 0.0 0.015
H 0.3514 -1.8125 1.9464 -1.0 -0.8 1.8 0.033
H -1.3509 -0.3360 4.5848 -1.0 -0.1 1.6 0.013
H -1.4825 0.4071 3.2515 -0.6 0.4 0.0 0.026
H 1.9774 1.6158 -2.3017 0.4 0.0 -1.0 0.074
H 2.4130 2.9654 -2.2479 -0.2 3.1 1.4 0.019
H -1.2933 4.1982 2.1551 3.2 0.6 2.6 -0.037
H -2.3561 4.9713 1.3813 0.1 0.2 0.2 0.044
H -3.3363 -1.3225 0.4186 -0.9 1.3 -1.9 -0.029
H -2.3267 -2.2088 0.9440 -0.5 0.0 1.0 0.043
H -3.6689 2.2579 -0.3823 0.1 0.0 -0.3 0.044
H -4.2481 0.8397 -0.2760 0.4 1.4 -1.3 0.086
H 2.7599 -1.8237 3.4448 0.0 0.1 -0.1 0.049
H 2.8752 -1.2099 2.0896 -0.5 4.3 -2.5 -0.055
H 2.3315 -3.3095 -1.5368 3.5 -3.8 1.9 -0.039
H 2.2343 -1.9844 -2.0388 -0.5 0.1 0.0 0.030
H -4.3339 -0.0980 -2.5784 1.2 -1.4 -1.1 0.056
H -3.3682 -0.0522 -3.7215 0.7 0.8 -1.1 0.001
H 3.4284 1.0665 -1.3645 2.0 1.1 -0.8 0.041
H 4.3073 2.0002 -2.3272 -0.4 -0.5 0.2 0.028
O 0.3150 -0.5710 0.4618 -2.4 0.3 -1.7 -0.058
O 1.0063 4.4632 1.0741 -0.8 0.0 -2.5 -0.084
O -1.3920 2.0283 -1.2903 2.0 -0.6 -3.2 -0.115
O -1.6170 -5.0692 -1.6626 -2.9 -3.8 -1.9 -0.013
O 4.2782 -1.1990 -0.0490 0.1 -2.6 0.1 -0.008
O -0.1823 -2.1346 2.7499 0.9 -0.3 -2.5 -0.114
O -0.9648 -0.2137 3.7494 1.1 1.1 -0.9 -0.041
O 2.5948 2.2289 -2.7578 -2.8 -1.9 -2.0 -0.038
O -1.9758 4.1149 1.5793 -3.5 -0.8 -2.9 -0.010
O -3.1907 -1.8123 1.1892 1.4 -1.3 0.9 -0.030
O -3.9802 1.5386 -0.9542 -0.7 -1.5 1.8 -0.089
O 2.9797 -1.9776 2.5220 0.6 -4.5 2.6 -0.003
O 1.6996 -2.7589 -1.8187 -3.1 3.6 -1.9 0.002
O -3.7287 -0.6910 -3.1381 -1.9 0.7 2.3 -0.069
O 4.3329 1.4470 -1.5446 0.7 -1.8 2.2 -0.091
```
Forces are in eV/Å.

The total energy is -31195.578 eV. The orbital gap is 8.89 eV. Its charge is 0. The calculation puts the energy above the lowest of the compared OMol25 structures with the same formula, charge and spin at 587.35 kJ/mol. The value obtained for the largest force on an atom is 5.5 eV/A.